Entry 1:
The following is a quantum chemistry calculation of an isolated molecule of C7H6O4 at a distorted geometry, from OMol25.

Atoms and positions in Å:
C 1.85 -0.16 -0.11
C 1.29 1.10 -0.09
C -0.08 1.23 -0.11
C -1.01 0.08 -0.10
C -2.34 0.33 0.26
C -0.37 -1.15 0.05
C 0.97 -1.38 0.02
H 3.31 -1.12 0.05
H 1.82 1.99 -0.22
H 0.06 3.14 -0.14
H -2.90 0.80 1.27
H -1.90 -1.93 -0.39
H 1.39 -2.54 -0.04
O 3.11 -0.35 -0.03
O -0.72 2.47 -0.04
O -3.28 -0.33 -0.35
O -1.20 -2.17 -0.02

Summary:
Net charge: 0
SMILES string: O=Cc1c(O)cc(O)cc1O
Calculated total energy (Eh): -571.1494
E_LUMO (eV): 0.2

These are the Löwdin partial charges, in e, on atoms 1 to 8:
1 C -0.28
2 C 0.03
3 C -0.20
4 C -0.11
5 C -0.14
6 C -0.33
7 C 0.08
8 H -0.04



Entry 2:
The following is a quantum chemistry calculation of a structure of composition C6H18FNO3Sr2 at a distorted geometry, from OMol25.

Atoms and positions in Å:
Sr 1.96 -4.28 -1.20
Sr -0.18 -1.19 0.43
O -2.84 -3.11 -1.54
H -2.99 -2.89 -0.62
H -3.12 -2.35 -2.05
H -1.92 -3.35 -1.67
F -0.30 -3.24 -1.27
C 1.30 -0.55 -2.94
O 1.10 0.00 -1.61
C 2.00 1.05 -1.30
C 1.58 1.75 -0.03
N 1.58 0.81 1.11
C 0.92 1.29 2.26
C -0.67 1.47 2.08
O -1.38 0.19 1.89
C -2.73 0.30 1.99
H 1.20 0.25 -3.67
H 0.51 -1.30 -2.98
H 2.29 -0.91 -3.24
H 2.16 1.75 -2.12
H 2.95 0.58 -1.04
H 0.58 2.19 -0.03
H 2.25 2.59 0.17
H 2.52 0.97 1.42
H 1.39 2.22 2.58
H 1.20 0.55 3.01
H -0.98 1.96 1.16
H -1.05 2.11 2.88
H -3.06 1.31 1.78
H -2.96 0.29 3.06
H -3.32 -0.47 1.50

Summary:
Net charge: +4
Calculated total energy (Eh): -679.6014
E_LUMO (eV): -15.3

These are the Löwdin partial charges, in e, on atoms 1 to 8:
1 Sr 1.89
2 Sr 1.70
3 O 0.37
4 H 0.17
5 H 0.20
6 H 0.09
7 F -0.68
8 C -0.04



Entry 3:
The following is a quantum chemistry calculation of a cluster of 8 separate species, C5H29N2O7 in total, from OMol25.

Atoms and positions in Å:
C -0.32 -2.19 0.48
N 1.15 -2.31 0.46
C 1.76 -1.83 -0.81
C 2.44 -0.48 -0.67
C -0.77 -0.74 0.55
N -0.34 -0.09 1.84
C -1.38 -0.12 2.89
H -0.76 -2.61 -0.41
H -0.70 -2.73 1.36
H 1.38 -3.29 0.57
H 2.49 -2.58 -1.13
H 1.00 -1.80 -1.60
H 3.02 -0.27 -1.57
H 3.10 -0.46 0.19
H 1.72 0.34 -0.53
H -1.85 -0.67 0.49
H -0.37 -0.16 -0.26
H -0.10 0.88 1.64
H 0.53 -0.53 2.20
H -1.69 -1.15 3.07
H -2.23 0.46 2.56
H -0.98 0.27 3.82
H -2.74 3.03 1.28
H -2.26 2.01 0.17
O -2.12 2.32 1.10
H 0.55 2.48 -1.08
H 0.54 3.29 -2.42
O 0.30 2.44 -2.04
H 2.09 -1.64 2.08
H 2.47 -1.41 3.59
O 2.09 -0.99 2.81
H -0.98 -0.72 -2.75
H -2.40 -1.34 -2.86
O -1.75 -1.02 -2.22
H 1.04 3.18 1.17
H -0.43 2.68 0.87
O 0.53 2.50 0.71
H -1.46 1.94 -1.80
H -2.23 0.62 -1.71
O -2.27 1.55 -1.42
H 1.17 -0.01 -4.02
H 0.41 0.98 -3.07
O 0.34 0.14 -3.56

Summary:
Net charge: +1
Calculated total energy (Eh): -843.9364
E_LUMO (eV): -2.3

These are the Löwdin partial charges, in e, on atoms 1 to 8:
1 C -0.18
2 N -0.08
3 C -0.24
4 C -0.07
5 C -0.13
6 N 0.01
7 C -0.01
8 H 0.11



Entry 4:
The following is a quantum chemistry calculation of a structure of composition C48H64BrN7O4Tb at a distorted geometry, from OMol25.

Atoms and positions in Å:
Tb 13.84 13.71 13.27
C 12.45 18.48 8.60
C 13.72 18.08 9.34
C 13.65 16.66 9.92
C 13.97 15.48 9.27
C 14.74 15.30 8.10
C 16.28 15.22 8.33
C 13.70 14.42 10.19
C 13.57 12.97 9.93
C 13.00 11.97 10.61
C 12.81 10.59 10.21
C 13.32 9.91 8.97
C 12.48 10.11 7.69
C 12.14 10.04 11.22
C 12.10 10.98 12.32
C 11.48 10.71 13.59
C 11.50 11.47 14.73
N 12.05 12.82 14.64
C 11.77 13.33 15.83
C 12.05 14.65 16.31
C 12.44 15.68 15.47
N 12.84 15.55 14.18
C 12.85 16.82 13.66
C 13.00 17.19 12.39
C 13.26 16.29 11.26
N 13.28 14.96 11.30
C 12.62 17.83 14.75
C 12.41 17.09 15.87
C 12.05 17.47 17.32
C 10.57 17.37 17.62
C 12.65 19.39 14.67
C 13.97 20.02 14.88
C 11.10 12.36 16.72
C 10.88 11.23 16.00
C 10.00 10.04 16.36
C 8.58 10.45 16.31
C 10.62 12.67 18.09
C 9.47 13.69 18.07
N 12.55 12.13 11.93
C 11.58 8.61 11.28
C 12.17 7.63 12.43
H 12.64 19.34 7.77
H 11.67 18.80 9.27
H 12.16 17.55 8.08
H 13.98 18.76 10.17
H 14.66 18.16 8.76
H 14.67 16.21 7.39
H 14.45 14.45 7.51
H 16.69 16.17 8.73
H 16.79 14.93 7.47
H 16.58 14.46 9.06
H 14.10 12.74 8.97
H 13.29 8.86 9.17
H 14.37 10.22 8.76
H 11.61 9.49 7.66
H 13.18 9.74 6.88
H 12.23 11.15 7.39
H 11.09 9.74 13.75
H 11.77 14.77 17.36
H 12.96 18.20 12.16
H 12.40 18.51 17.47
H 12.60 16.88 18.06
H 10.05 18.16 17.07
H 10.27 17.47 18.70
H 10.06 16.47 17.30
H 11.80 19.80 15.33
H 12.37 19.74 13.63
H 14.35 19.61 15.84
H 13.90 21.06 14.85
H 14.76 19.75 14.13
H 10.33 9.80 17.44
H 10.20 9.11 15.73
H 7.90 9.63 16.43
H 8.24 10.87 15.35
H 8.25 11.14 17.01
H 11.46 13.17 18.62
H 10.18 11.83 18.61
H 9.89 14.67 17.87
H 8.85 13.76 18.94
H 8.80 13.54 17.26
H 11.76 8.05 10.30
H 10.52 8.73 11.43
H 13.20 7.30 12.35
H 11.53 6.76 12.40
H 12.01 8.09 13.36
N 15.99 8.12 12.29
C 16.66 7.60 13.45
C 16.32 8.36 14.76
C 14.87 8.67 15.06
C 14.56 9.77 16.14
N 15.27 11.08 15.97
H 16.05 7.69 11.39
H 15.99 9.15 12.24
H 17.76 7.60 13.33
H 16.36 6.54 13.50
H 16.79 9.32 14.64
H 16.75 7.88 15.57
H 14.29 7.74 15.33
H 14.33 8.97 14.14
H 14.80 9.39 17.14
H 13.47 9.96 16.05
H 15.55 11.17 15.00
H 16.03 11.30 16.65
O 14.86 13.64 15.40
H 15.87 13.77 15.41
H 14.66 12.83 15.86
O 15.60 15.19 12.87
H 15.48 16.01 12.34
H 16.54 15.15 13.19
Br 15.93 11.62 12.74
O 18.17 14.94 13.61
C 18.44 14.24 14.57
N 17.64 14.01 15.63
C 18.22 13.06 16.44
O 17.80 12.58 17.45
C 19.63 12.72 15.88
C 20.60 11.76 16.24
C 21.72 11.56 15.36
C 21.79 12.30 14.16
C 20.81 13.27 13.88
C 19.77 13.46 14.74
H 20.43 11.01 16.97
H 22.44 10.78 15.59
H 22.67 12.15 13.47
H 20.85 13.89 13.04

Summary:
Net charge: -1
Calculated total energy (Eh): -5950.3565
2S+1: 7
E_LUMO (alpha / beta) (eV): 1.4 / 1.4
⟨S²⟩: 12.039

These are the Löwdin partial charges, in e, on atoms 1 to 8:
1 Tb 1.47
2 C -0.11
3 C -0.23
4 C -0.12
5 C -0.20
6 C -0.21
7 C -0.07
8 C -0.25



Entry 5:
The following is a quantum chemistry calculation of an isolated molecule of C5H10O, from OMol25.

Atoms and positions in Å:
C -1.20 1.29 1.04
C 0.14 0.57 0.84
C 0.26 -0.08 -0.54
C 1.59 -0.83 -0.76
C -0.85 -1.08 -0.82
O -1.56 -1.59 0.01
H -2.03 0.57 1.00
H -1.24 1.78 2.02
H -1.37 2.05 0.27
H 0.96 1.28 0.97
H 0.26 -0.20 1.61
H 0.17 0.70 -1.32
H 1.99 -1.19 0.19
H 1.46 -1.71 -1.40
H 2.34 -0.20 -1.24
H -0.94 -1.36 -1.89

Summary:
Net charge: 0
SMILES string: CC[C@@H](C)C=O
Calculated total energy (Eh): -271.7379
E_LUMO (eV): 1.0

These are the Löwdin partial charges, in e, on atoms 1 to 8:
1 C -0.10
2 C -0.24
3 C -0.36
4 C -0.06
5 C -0.25
6 O 0.06
7 H 0.06
8 H 0.07



Entry 6:
The following is a quantum chemistry calculation of a cluster of 9 separate species, C24H28Cl4F6O21 in total at a distorted geometry, from OMol25.

Atoms and positions in Å:
C -3.58 1.18 -0.79
C -5.01 1.04 -0.30
C -6.10 1.34 -1.30
O -6.79 0.12 -1.37
C -6.35 -0.85 -0.55
O -6.90 -1.95 -0.35
O -5.26 -0.30 0.11
H -3.01 1.02 0.13
H -3.38 2.15 -1.25
H -3.26 0.49 -1.57
H -5.16 1.72 0.54
H -5.80 1.68 -2.29
H -6.81 2.07 -0.92
C -2.69 -4.48 1.09
Cl -3.76 -4.78 -0.24
Cl -2.22 -5.92 1.98
H -1.84 -4.03 0.57
H -3.07 -3.76 1.82
C 0.77 4.39 -0.27
Cl 0.03 5.16 -1.66
Cl 0.95 5.61 1.03
H 0.27 3.49 0.10
H 1.75 4.00 -0.57
C 0.05 -1.35 5.11
C -0.18 -2.69 5.83
O -0.65 -3.50 4.81
C -0.23 -2.98 3.65
O -0.39 -3.49 2.55
O 0.18 -1.74 3.79
F -1.11 -2.49 6.80
H 0.86 -0.90 5.68
H -0.86 -0.77 5.28
H 0.78 -2.99 6.26
C 6.10 1.57 -2.53
C 4.62 1.53 -2.19
O 4.64 1.32 -0.79
C 5.78 0.72 -0.41
O 6.09 0.36 0.70
O 6.68 0.90 -1.38
F 4.04 0.50 -2.75
H 6.59 2.54 -2.65
H 6.38 0.99 -3.40
H 4.11 2.43 -2.52
C 1.26 2.63 -3.93
C 0.86 3.27 -5.22
O -0.58 3.34 -4.99
C -1.01 2.71 -3.93
O -2.20 2.52 -3.57
O -0.01 2.35 -3.13
F 1.19 2.67 -6.36
H 1.89 3.33 -3.38
H 1.90 1.76 -4.12
H 1.32 4.26 -5.24
C -4.56 1.98 3.96
C -3.28 1.72 4.75
O -2.59 0.67 3.99
C -3.45 0.19 3.11
O -3.25 -0.77 2.37
O -4.64 0.77 3.15
F -3.57 1.15 5.95
H -4.48 2.71 3.15
H -5.44 2.24 4.54
H -2.65 2.57 5.00
C -0.03 0.51 -0.50
C -0.32 -0.80 0.17
O 0.71 -1.67 -0.21
C 1.68 -0.87 -0.57
O 2.83 -1.27 -0.87
O 1.32 0.44 -0.47
F -1.40 -1.33 -0.43
H -0.37 1.44 -0.04
H -0.48 0.43 -1.49
H -0.49 -0.69 1.24
C 4.96 -3.47 -1.04
C 5.34 -2.94 -2.42
O 5.62 -4.19 -3.09
C 5.82 -5.17 -2.20
O 6.18 -6.25 -2.56
O 5.68 -4.72 -1.02
F 6.41 -2.13 -2.46
H 3.89 -3.59 -0.93
H 5.21 -2.77 -0.24
H 4.46 -2.38 -2.75

Summary:
Net charge: 0
SMILES string: O=C1OC[C@@H](F)O1.O=C1OC[C@@H](F)O1.O=C1OC[C@@H](F)O1.O=C1OC[C@@H](F)O1.O=C1OC[C@@H](F)O1.O=C1OC[C@@H](F)O1.C[C@H]1COC(=O)O1.ClCCl.ClCCl
Calculated total energy (Eh): -4951.3076
E_LUMO (eV): -0.5

These are the Löwdin partial charges, in e, on atoms 1 to 8:
1 C -0.02
2 C -0.32
3 C -0.09
4 O 0.06
5 C -0.46
6 O 0.12
7 O 0.06
8 H 0.07



Entry 7:
The following is a quantum chemistry calculation of an isolated molecule of C26H38N4O4, from OMol25.

Atoms and positions in Å:
C 6.53 0.54 1.06
C 5.09 0.10 1.30
H 4.82 -0.70 0.60
H 4.95 -0.24 2.33
O 4.17 1.18 1.15
C 3.82 1.47 -0.13
O 4.24 0.88 -1.09
N 2.98 2.53 -0.20
C 2.41 3.20 0.95
H 2.94 2.88 1.85
C 0.92 2.87 1.07
H 0.48 3.41 1.91
H 0.79 1.80 1.23
C 0.21 3.26 -0.23
N -1.22 2.99 -0.16
C -1.76 1.78 0.10
O -1.10 0.77 0.31
C -3.24 1.95 0.07
C -4.32 1.07 0.27
C -5.60 1.61 0.15
C -5.83 2.95 -0.13
C -4.76 3.81 -0.32
C -3.49 3.29 -0.22
C -2.19 4.02 -0.39
H -2.08 4.84 0.34
H -2.09 4.45 -1.40
H -4.92 4.85 -0.55
H -6.84 3.31 -0.21
H -6.42 0.93 0.29
C -4.30 -0.41 0.57
O -5.35 -1.04 0.56
N -3.12 -0.94 0.90
C -2.96 -2.35 1.15
H -2.16 -2.48 1.87
C -2.66 -3.15 -0.13
H -3.53 -3.08 -0.78
C -2.32 -4.61 0.18
C -1.00 -4.86 -0.58
N -0.32 -3.58 -0.65
C 0.54 -3.25 0.47
C 1.87 -2.65 -0.02
C 2.63 -3.66 -0.87
H 2.89 -4.54 -0.29
H 2.00 -3.96 -1.71
H 3.55 -3.22 -1.26
C 1.65 -1.36 -0.80
H 1.09 -1.57 -1.70
H 2.59 -0.90 -1.07
H 1.08 -0.65 -0.20
H 2.47 -2.42 0.88
H 0.07 -2.54 1.16
H 0.76 -4.16 1.03
C -1.40 -2.63 -0.89
H -1.61 -2.62 -1.96
H -1.11 -1.63 -0.59
H -1.23 -5.17 -1.61
H -0.37 -5.62 -0.12
H -2.16 -4.75 1.25
H -3.10 -5.30 -0.13
H -3.90 -2.72 1.58
H -2.27 -0.40 0.77
C 0.86 2.53 -1.41
H 0.39 2.83 -2.35
C 2.36 2.86 -1.46
H 2.85 2.28 -2.23
H 2.50 3.93 -1.65
H 0.73 1.46 -1.28
H 0.31 4.34 -0.38
H 2.54 4.28 0.82
H 6.65 0.86 0.03
H 6.79 1.36 1.72
H 7.20 -0.29 1.25

Summary:
Net charge: 0
SMILES string: CCOC(=O)N1CCC(N2Cc3cccc(C(=O)NC[C@@H]4CCN(CC(C)C)C4)c3C2=O)CC1
Calculated total energy (Eh): -1533.6173
E_LUMO (eV): 0.2

These are the Löwdin partial charges, in e, on atoms 1 to 8:
1 C -0.06
2 C -0.22
3 H 0.12
4 H 0.12
5 O -0.01
6 C -0.54
7 O 0.08
8 N -0.03